Below is 2 unconnected molecules or ions with the total composition C2H8OS at a distorted geometry, with properties calculated with the ωB97M-V functional and the def2-TZVPD basis.

## Properties
total charge = 0
structure (SMILES) = CCS.O
ΔE to the lowest compared entry with this formula, charge and spin = 32.00 kcal per mole
LUMO energy = 0.03420 Eh

XYZ file:
```
12
Properties=species:S:1:pos:R:3:forces:R:3
C 0.227798 -1.167276 -0.627152 -2.3 1.0 -0.5
C 1.339638 -2.097844 -0.399215 3.4 1.2 3.2
S 1.993722 -3.301439 -1.636153 -0.4 1.1 0.4
H 0.387761 -0.153687 -0.224681 -0.3 -0.7 1.4
H -0.828470 -1.567112 -0.495769 1.4 0.5 0.3
H 0.212014 -0.740228 -1.575618 0.0 -0.2 -2.7
H 2.262814 -1.386196 0.015747 -1.9 -1.9 -1.6
H 1.112265 -2.568139 0.576203 0.3 -0.6 -0.7
H 1.451804 -4.370725 -1.079326 -0.2 -0.4 0.1
O -2.928082 5.675880 1.483959 2.5 -2.0 1.2
H -3.089560 6.478021 1.975225 0.0 0.3 0.3
H -2.141706 5.198746 1.986780 -2.6 1.7 -1.6
```
Positions in Å, forces in eV/Å.